Here is a structure of composition C29H36BF3O2S from the Open Molecules 2025 dataset. Energies are from wB97M-V/def2-TZVPD.

The geometry in XYZ format:
```
72
C29H36BF3O2S wB97M-V/def2-TZVPD
S -1.573 3.020 1.985
F 4.606 2.477 -2.014
F 3.197 4.101 -2.505
F 3.069 2.200 -3.591
O -1.888 0.011 1.011
O -0.116 -0.735 2.356
C -1.287 -1.419 2.829
C -0.343 1.800 2.139
C 0.417 2.081 3.274
C -0.088 -2.036 -4.744
C -1.184 -2.879 2.404
C -0.041 3.199 4.035
C 0.968 2.277 -1.570
C 3.306 2.751 -2.348
C -3.562 -1.560 1.561
C 0.060 1.680 -0.703
C 2.338 2.233 -1.309
C -1.354 -1.356 4.347
C -1.992 4.855 4.141
C 2.797 1.709 -0.091
C -1.475 -2.859 -2.913
C 1.939 -0.815 -4.421
C 0.467 -1.482 -1.005
C 0.495 1.122 0.527
C 0.674 -1.548 -2.427
C 1.863 -0.994 -3.038
C -3.139 0.378 3.032
C -0.265 -2.115 -3.359
C 1.399 -1.381 -6.761
C -1.207 3.755 3.540
C 3.044 -0.558 -2.242
C 1.902 1.075 0.765
C 1.477 -2.032 -0.069
C 1.035 -1.407 -5.309
C -2.495 -0.653 2.115
B -0.577 0.262 1.464
H -4.383 -0.961 1.167
H 3.841 -1.314 -2.208
H -1.565 5.119 5.104
H -0.890 -2.420 -5.384
H -1.857 -2.597 -1.932
H -2.205 -1.942 4.717
H 3.855 1.728 0.171
H 1.121 -2.981 0.379
H -3.168 -2.182 0.754
H -3.810 1.026 2.470
H 1.580 -1.352 0.777
H -3.018 4.536 4.312
H -1.297 -3.941 -2.879
H -1.984 5.737 3.502
H 2.276 -0.735 -6.859
H 0.430 3.566 4.951
H -1.005 1.618 -0.966
H -2.424 1.023 3.543
H -2.268 -2.743 -3.665
H 1.698 -2.346 -7.180
H 1.314 1.522 3.512
H -3.739 -0.118 3.796
H 3.519 0.316 -2.685
H 0.602 2.754 -2.476
H -3.965 -2.173 2.369
H 2.757 -0.284 -1.226
H -0.544 -1.296 -0.603
H -0.458 -1.790 4.793
H 0.614 -0.980 -7.396
H -1.442 -0.348 4.756
H 2.271 0.554 1.667
H -0.586 -3.443 3.132
H -0.724 -3.014 1.419
H 2.687 -0.131 -4.842
H 2.469 -2.218 -0.523
H -2.171 -3.348 2.425
```

Calculated values
F_max = 4.1 eV Å⁻¹
HOMO level = -5.91 eV
Total charge = 0
ΔE to the lowest compared entry with this formula, charge and spin = 78.0 kcal per mole
Frontier orbital gap = 3.681 eV

These are the Mulliken partial charges, in e, on atoms 1 to 4:
1. S -0.1859
2. F -0.2924
3. F -0.2901
4. F -0.1938

***

Here is a structure of composition C29H36BaBrN10OP from the Open Molecules 2025 dataset. Energies are from wB97M-V/def2-TZVPD.

The geometry in XYZ format:
```
79
C29H36BaBrN10OP wB97M-V/def2-TZVPD
Ba -0.996 -0.231 -0.406
Br 3.135 -2.911 -6.520
P -0.258 1.517 3.030
O 0.948 -1.262 -0.586
N 0.224 1.750 0.231
N -3.002 1.730 3.319
N -2.468 0.519 1.558
N 1.950 -3.284 -0.853
N -0.141 -1.106 1.959
N -2.842 1.488 -1.699
N 0.591 -0.923 4.030
N -1.054 0.003 -3.246
N 2.915 -1.643 0.480
N 1.325 3.190 1.474
C 0.470 2.138 1.474
C 0.183 -2.336 2.419
C -2.934 1.471 -3.034
C -0.468 -1.289 -5.249
C 0.942 2.563 -0.581
C 3.647 -2.536 1.356
C 0.118 -0.261 2.943
C 3.177 -3.900 -1.330
C 0.494 -1.958 -5.979
C -1.954 0.719 -3.793
C 1.811 3.915 2.617
C -3.810 0.463 1.739
C 0.764 -3.818 -1.491
C -4.873 2.893 -3.000
C -4.763 2.915 -1.620
C -3.719 2.214 -1.030
C -0.130 -0.666 -4.041
C 2.163 -1.343 -4.347
C 0.933 -0.349 5.304
C 1.195 -0.707 -3.600
C -1.994 1.289 2.528
C 1.631 3.465 0.182
C -3.927 2.180 -3.716
C 3.059 -0.247 0.815
C -4.156 1.213 2.829
C 0.638 -2.240 3.707
C 1.901 -2.030 -0.335
C 1.809 -1.978 -5.534
C -2.875 2.595 4.461
H -2.392 2.077 5.291
H 0.233 -2.462 -6.897
H 1.442 -0.210 -2.674
H -0.126 -3.380 -1.039
H -3.866 2.915 4.775
H -5.668 3.424 -3.501
H 4.723 -2.401 1.234
H -3.960 2.165 -4.792
H 0.074 0.174 5.726
H 0.918 2.452 -1.650
H 3.265 -4.915 -0.941
H -1.489 -1.299 -5.601
H 3.149 -3.948 -2.422
H 0.977 4.280 3.217
H 2.445 3.282 3.240
H 1.760 0.356 5.210
H 3.392 -2.306 2.396
H 1.223 -1.144 5.987
H 2.394 4.765 2.270
H 4.120 0.005 0.793
H -4.448 -0.095 1.082
H 2.298 4.257 -0.091
H -2.283 3.475 4.206
H 0.758 -4.900 -1.349
H 3.193 -1.349 -4.024
H -5.110 1.403 3.278
H -3.589 2.244 0.040
H 2.657 -0.031 1.811
H -5.468 3.455 -1.011
H 4.043 -3.313 -1.044
H 2.525 0.351 0.082
H -2.018 0.839 -4.878
H 0.962 -2.987 4.404
H 0.756 -3.604 -2.565
H 0.065 -3.211 1.813
H 3.386 -3.570 1.163
```

Calculated values
F_max = 4.3 eV Å⁻¹
HOMO level = -12.84 eV
Total charge = +2
ΔE to the lowest compared entry with this formula, charge and spin = 29.8 kcal per mole
Frontier orbital gap = 7.660 eV

These are the Mulliken partial charges, in e, on atoms 1 to 4:
1. Ba 2.3478
2. Br -0.1402
3. P -0.5319
4. O -0.2812

***

Here is the ion C29H36BrF6N4O6S with charge +1 from the Open Molecules 2025 dataset. Energies are from wB97M-V/def2-TZVPD.

The geometry in XYZ format:
```
83
C29H36BrF6N4O6S wB97M-V/def2-TZVPD
Br 2.823 0.907 3.707
S 3.072 1.917 -1.364
F -1.841 -1.106 -4.293
F -3.294 -2.716 -4.590
F -3.414 -2.462 -2.024
F 3.275 1.603 -2.982
F -1.189 -3.238 -4.701
F -2.089 -4.184 -2.432
O 4.310 2.383 -0.760
O 6.275 0.592 0.411
O 1.497 2.462 1.314
O 1.224 -0.996 0.719
O 2.131 3.020 -1.369
O 6.303 -1.591 0.100
N 1.084 1.204 0.993
N 1.012 0.399 -1.110
N -2.505 3.796 3.480
N -0.976 1.579 -0.130
C -1.502 3.713 1.140
C 3.721 -1.906 3.697
C 3.374 -0.829 -1.229
C 4.893 -0.565 -1.506
C 0.302 -1.821 -2.230
C -1.070 -2.206 -1.569
C 5.850 -0.538 -0.270
C -3.266 2.147 -1.253
C 0.222 1.053 -0.178
C -1.984 1.622 2.258
C 3.267 0.092 1.930
C -2.164 -2.792 -2.510
C -1.826 1.536 -1.348
C 0.094 -1.064 3.060
C -4.884 0.987 0.536
C -2.063 -2.425 -4.032
C -2.021 4.341 2.324
C -6.481 -0.822 -0.140
C -2.426 2.440 3.357
C 0.580 -0.246 -2.338
C -4.371 1.113 -0.812
C -5.921 0.021 0.903
C 0.809 -1.758 1.843
C -5.994 -0.675 -1.502
C 2.458 0.330 -0.692
C 2.106 0.121 0.891
C -4.933 0.263 -1.865
C 3.971 -1.290 2.239
C -1.490 2.256 1.049
H -4.609 0.310 -2.933
H -3.550 2.396 -2.317
H 5.079 -1.100 2.234
H -1.123 4.331 0.294
H 0.181 0.038 3.141
H 2.996 -1.340 -2.158
H 1.592 -2.450 2.270
H -6.453 -1.317 -2.283
H -6.244 -0.026 1.963
H -0.997 -1.347 3.083
H 6.781 1.192 -0.172
H -3.357 3.111 -0.701
H 4.081 -2.974 3.599
H -7.270 -1.554 0.158
H 5.160 0.299 -2.160
H 0.520 -1.494 4.010
H 4.062 0.786 1.531
H 5.243 -1.461 -2.097
H 1.441 -0.181 -3.067
H 3.739 -2.133 1.547
H -0.855 -3.018 -0.817
H 1.156 2.659 2.210
H 1.107 -2.281 -1.590
H -1.283 2.130 -2.143
H 4.368 -1.452 4.479
H -1.951 0.515 -1.801
H -0.271 0.199 -2.898
H 0.479 -2.219 -3.259
H 3.340 -1.658 -0.465
H -2.037 5.464 2.310
H 2.643 -1.986 3.963
H -4.502 1.641 1.348
H -2.019 0.514 2.331
H -1.480 -1.366 -0.938
H 0.045 -2.491 1.446
H -2.766 1.880 4.269
```

Calculated values
F_max = 6.0 eV Å⁻¹
HOMO level = -11.54 eV
Structure (SMILES) = CCO[C@]1([C@@H](Br)CC)N(O)C(N(CCc2ccccc2)c2ccncc2)=[N+](CCCC(F)(F)C(F)(F)F)[C@@]1(CCC(=O)O)S(=O)(=O)F
Total charge = +1
Frontier orbital gap = 8.377 eV

These are the Mulliken partial charges, in e, on atoms 1 to 4:
1. Br -0.0925
2. S 1.3415
3. F -0.2052
4. F -0.2694

***

Here is a structure of composition C29H36Cl2N2O5PS3W from the Open Molecules 2025 dataset. Energies are from wB97M-V/def2-TZVPD.

The geometry in XYZ format:
```
79
C29H36Cl2N2O5PS3W wB97M-V/def2-TZVPD
W 0.126 -0.119 -0.169
Cl -1.183 -5.275 0.593
Cl -0.951 -3.077 2.528
S 1.924 1.153 1.295
S -2.206 1.056 1.797
S 1.752 0.352 -1.907
P 2.855 1.326 -0.452
O 2.992 2.847 -0.804
O -0.268 1.846 -0.257
O -1.147 -0.036 1.443
O 4.266 0.653 -0.532
O 1.242 -1.425 0.624
N -0.384 -2.010 -1.158
N -1.677 0.094 -1.354
C -1.069 4.404 -3.395
C -0.289 4.817 -2.305
C -1.426 -4.767 2.272
C -1.302 2.131 2.888
C -0.515 2.667 -1.273
C 3.636 3.295 -2.045
C 3.533 -4.692 -0.338
C -6.200 -1.596 5.437
C -1.595 3.137 -3.405
C 1.976 -2.500 0.350
C 5.248 0.686 0.558
C -2.878 -0.439 4.010
C 0.425 -2.991 -1.420
C -2.571 -1.055 -1.239
C 4.063 4.725 -1.850
C -4.666 0.333 2.560
C -1.748 -2.232 -1.687
C -3.818 -1.038 4.825
C -5.184 -0.955 4.538
C -1.311 2.253 -2.349
C 3.027 -2.867 1.182
C 2.467 -4.350 -1.133
C -1.977 1.004 -2.223
C -5.592 -0.265 3.397
C 3.799 -3.954 0.824
C -0.021 3.973 -1.247
C 1.676 -3.240 -0.793
C -3.315 0.248 2.881
C 5.834 2.063 0.747
H -1.998 2.896 3.234
H 2.894 3.191 -2.837
H -5.734 -2.054 6.306
H -6.757 -2.365 4.899
H -2.479 -4.863 2.507
H -3.492 -1.575 5.706
H 4.750 0.323 1.458
H -6.923 -0.857 5.784
H 4.606 5.061 -2.734
H -1.716 -2.292 -2.777
H 0.107 5.824 -2.289
H -4.989 0.872 1.677
H -2.229 2.808 -4.219
H -1.824 -0.520 4.240
H 6.329 2.405 -0.161
H 4.629 -4.244 1.456
H -0.814 -5.394 2.908
H 5.995 -0.037 0.246
H -6.646 -0.194 3.162
H -0.910 1.558 3.726
H -2.846 0.829 -2.857
H 2.217 -4.932 -2.012
H 5.072 2.787 1.037
H -2.134 -3.167 -1.285
H 4.720 4.819 -0.987
H 0.580 4.287 -0.405
H -2.866 -1.169 -0.195
H 6.578 2.024 1.543
H -1.270 5.087 -4.208
H 3.222 -2.293 2.078
H 3.200 5.374 -1.708
H 4.154 -5.539 -0.592
H -0.501 2.576 2.300
H -3.469 -0.922 -1.842
H 0.066 -3.757 -2.108
H 4.482 2.640 -2.255
```

Calculated values
Spin multiplicity = 2
F_max = 0.7 eV Å⁻¹
HOMO level (spin up / spin down) = -13.70 / -13.74 eV
⟨S²⟩ = 0.760
Total charge = +2
ΔE to the lowest compared entry with this formula, charge and spin = 3.6 kcal per mole
Frontier orbital gap (spin up / spin down) = 7.240 / 7.051 eV

These are the natural (NBO) partial charges, in e, on atoms 1 to 4:
1. W 1.7722
2. Cl -0.0333
3. Cl -0.0361
4. S -0.3673

***

Here is a structure of composition C29H36CoFGeIN4O7Se from the Open Molecules 2025 dataset. Energies are from wB97M-V/def2-TZVPD.

The geometry in XYZ format:
```
81
C29H36CoFGeIN4O7Se wB97M-V/def2-TZVPD
I -0.725 5.550 2.984
Se -1.348 2.856 1.667
Ge -4.529 2.864 2.306
Co 0.547 0.826 2.718
F 0.606 0.749 -4.033
O 1.996 2.206 2.911
O 2.809 3.670 4.431
O -1.159 -0.170 2.899
O 3.036 -2.603 3.278
O 1.828 -0.717 3.433
O 0.901 0.284 0.833
O -2.903 -0.372 4.294
N 0.059 1.443 4.406
N 1.521 -1.662 -5.151
N 2.550 -3.134 -0.650
N 1.301 -3.095 -7.139
C -1.789 0.049 4.007
C -4.707 4.660 1.556
C 3.095 -4.370 -1.144
C 2.048 -2.186 -1.515
C -3.046 1.955 1.383
C 0.478 -1.093 -5.982
C -1.478 1.454 6.182
C 2.139 -1.727 1.289
C 2.150 -5.400 -1.702
C 2.016 -2.390 -2.902
C 1.051 -0.219 -3.196
C 2.353 -1.677 2.834
C -0.651 2.419 6.819
C 2.619 -2.839 0.680
C -1.042 3.611 -0.085
C -6.160 1.841 1.973
C 2.799 -1.658 -5.842
C 0.490 2.897 6.237
C 2.753 -2.772 -6.905
C 2.816 -5.620 -0.375
C 1.037 -0.014 -1.845
C -4.090 2.934 4.196
C 1.524 -1.413 -3.746
C 0.508 -1.836 -7.334
C 1.537 -0.995 -0.988
C 1.894 2.737 4.069
C 0.862 2.398 4.956
C 1.489 -0.745 0.473
C -1.061 1.000 4.949
H -2.397 1.090 6.615
H 3.614 -6.344 -0.307
H -3.760 5.199 1.632
H -3.204 3.553 4.353
H 0.655 0.905 -1.422
H 1.098 3.648 6.722
H -4.913 3.370 4.763
H -5.458 5.225 2.109
H 3.385 3.754 3.659
H 2.200 -5.533 0.508
H -5.012 4.625 0.509
H 1.185 -3.744 -7.915
H -6.361 1.775 0.903
H -1.083 2.807 -0.819
H -0.941 2.798 7.792
H -0.483 -2.105 -7.691
H 0.604 -0.024 -6.175
H -6.066 0.831 2.372
H -1.780 4.378 -0.311
H -2.874 0.960 1.795
H 3.231 -3.693 -6.576
H 3.098 -3.569 1.322
H 4.071 -4.276 -1.609
H 3.172 -2.468 -7.862
H 1.098 -5.149 -1.682
H -3.193 1.879 0.304
H 3.601 -1.854 -5.136
H 2.357 -3.329 -3.317
H -7.015 2.320 2.451
H 2.479 -5.985 -2.550
H -0.482 -1.234 -5.486
H 0.958 -3.536 -6.280
H 3.000 -0.687 -6.314
H -0.050 4.054 -0.052
H -3.878 1.933 4.574
H 1.024 -1.273 -8.110
```

Calculated values
Spin multiplicity = 4
F_max = 0.5 eV Å⁻¹
HOMO level (spin up / spin down) = -4.02 / -7.01 eV
⟨S²⟩ = 3.786
Total charge = 0
ΔE to the lowest compared entry with this formula, charge and spin = 36.0 kcal per mole
Frontier orbital gap (spin up / spin down) = 2.002 / 4.994 eV

These are the Mulliken partial charges, in e, on atoms 1 to 4:
1. I -0.1997
2. Se -0.0850
3. Ge 0.5644
4. Co 0.9550

***

Here is a structure of composition C29H36GeMnN4OSSi from the Open Molecules 2025 dataset. Energies are from wB97M-V/def2-TZVPD.

The geometry in XYZ format:
```
74
C29H36GeMnN4OSSi wB97M-V/def2-TZVPD
Ge -1.399 -3.252 -0.708
Mn -1.304 0.515 -0.367
S -2.490 2.216 -0.971
Si 1.031 0.309 -0.694
O -0.447 0.815 6.521
N -1.184 0.238 1.647
N -2.453 4.663 -1.885
N -4.523 3.684 -1.633
N -2.543 -0.003 6.604
C -1.451 0.319 4.448
C -2.478 -0.156 3.637
C -0.019 -3.769 -2.044
C 0.942 3.219 -0.151
C -3.203 3.625 -1.539
C -1.852 -1.293 -0.940
C 2.831 2.385 -1.372
C 1.614 2.146 -0.732
C 1.530 -0.866 -5.211
C -0.844 -3.437 1.196
C 0.201 0.118 -3.474
C 3.873 -2.029 2.250
C -3.090 -4.244 -1.078
C -2.300 -0.188 2.264
C 2.692 4.717 -0.826
C 2.282 -0.961 -2.934
C 2.181 -2.037 0.550
C 3.021 -2.724 1.406
C 3.371 3.657 -1.407
C 2.152 -0.641 0.538
C 0.386 -0.190 -4.810
C -1.434 0.399 5.963
C -0.294 0.757 3.807
C 3.009 0.047 1.403
C 3.877 -0.643 2.229
C 2.483 -1.237 -4.276
C -0.203 0.715 2.434
C 1.143 -0.274 -2.522
C 1.473 4.497 -0.205
H -1.837 -1.107 -2.035
H 1.542 -2.579 -0.126
H 3.116 5.708 -0.848
H 4.531 -2.561 2.917
H 3.361 1.565 -1.833
H -2.902 -1.191 -0.599
H -3.363 -0.360 6.150
H 0.415 -4.726 -1.760
H -2.864 5.523 -2.209
H -2.910 -5.315 -1.015
H -3.849 -3.989 -0.342
H 3.018 1.128 1.418
H -5.093 2.894 -1.377
H -0.675 0.690 -3.168
H -3.094 -0.580 1.636
H -3.416 -0.501 4.037
H -1.704 -3.641 1.827
H -3.469 -4.029 -2.075
H -0.469 -3.890 -3.027
H 0.694 1.075 1.951
H -0.153 -4.268 1.298
H 3.021 -1.251 -2.202
H 0.946 5.322 0.253
H -0.354 -2.529 1.540
H -0.348 0.104 -5.544
H -2.536 0.049 7.611
H 4.555 -0.096 2.864
H 4.326 3.822 -1.883
H 1.682 -1.094 -6.255
H 0.515 1.129 4.417
H 3.023 -3.802 1.408
H 3.387 -1.739 -4.588
H -0.002 3.053 0.364
H -4.999 4.503 -1.979
H 0.777 -3.037 -2.133
H -1.449 4.625 -1.817
```

Calculated values
Spin multiplicity = 2
F_max = 3.0 eV Å⁻¹
HOMO level (spin up / spin down) = -13.32 / -13.08 eV
⟨S²⟩ = 1.188
Total charge = +2
Frontier orbital gap (spin up / spin down) = 7.192 / 2.798 eV

These are the Mulliken partial charges, in e, on atoms 1 to 4:
1. Ge 0.8370
2. Mn -0.4799
3. S -0.3101
4. Si 0.8152